# 1
This record from OMol25 describes a cluster of 5 separate species, C3H16N2O5 in total. The level of theory is ωB97M-V/def2-TZVPD.

- lowest unoccupied orbital energy (spin up / spin down) (eV) = 3.10 / 2.96
- E_HOMO (spin up / spin down) (eV) = 0.54 / -6.44
- gap between HOMO and LUMO (spin up / spin down) (eV) = 2.553 / 9.392
- spin multiplicity = 2
- total charge = -1

Bonds (Å) are listed after each position.
Cartesian coordinates (Å):
1 C 2.6619 1.2460 0.8826  C2 1.522, N6 1.457, H7 1.065, H8 1.094
2 C 1.3385 1.9706 0.6800  C1 1.522, C3 1.509, H9 1.104, H10 1.088
3 C 0.4688 1.6190 -0.5016  C2 1.509, N4 1.354, O5 1.217
4 N 0.7633 2.1427 -1.7154  C3 1.354, H11 1.004, H12 1.003
5 O -0.5087 0.9152 -0.3275  C3 1.217
6 N 2.5860 -0.1507 1.2890  C1 1.457, H13 1.014, H14 1.009
7 H 3.1764 1.7997 1.6325  C1 1.065
8 H 3.2378 1.2562 -0.0474  C1 1.094
9 H 1.5630 3.0340 0.4857  C2 1.104
10 H 0.7270 2.0057 1.5796  C2 1.088
11 H 0.3039 1.8360 -2.5534  N4 1.004
12 H 1.4857 2.8252 -1.8533  N4 1.003
13 H 1.8413 -0.2678 1.9671  N6 1.014
14 H 2.4847 -0.7736 0.5021  N6 1.009
15 H -2.0190 -0.4276 -3.4024  O17 0.963
16 H -1.3356 -0.1518 -2.0712  O17 0.972
17 O -1.1538 -0.4431 -2.9804  H15 0.963, H16 0.972
18 H -2.0339 -1.3151 0.5345  O20 0.975
19 H -2.5932 -2.4533 1.2533  O20 0.976
20 O -2.7988 -1.9162 0.4645  H18 0.975, H19 0.976
21 H -1.3095 -3.3985 -0.7089  O23 0.962
22 H -0.8401 -3.8380 0.7125  O23 0.961
23 O -0.9392 -4.1259 -0.1991  H21 0.962, H22 0.961
24 H -1.8854 0.3199 1.8495  O26 0.976
25 H -1.3441 -0.1148 3.1251  O26 0.979
26 O -1.0131 0.2573 2.2821  H24 0.976, H25 0.979

# 2
This record from OMol25 describes a cluster of 5 separate species, C3H16O4S in total. The level of theory is ωB97M-V/def2-TZVPD.

- lowest unoccupied orbital energy (eV) = 0.41
- energy above the lowest of the compared OMol25 structures with the same formula, charge and spin (kJ/mol) = 243.9
- E_HOMO (eV) = -9.06
- gap between HOMO and LUMO (eV) = 9.464
- SMILES = CCCS.O.O.O.O

Bonds (Å) are listed after each position.
Cartesian coordinates (Å):
1 C 1.8232 0.7383 0.3334  C2 1.534, H5 1.085, H6 1.159, H7 1.164
2 C 1.0171 -0.0880 1.3431  C1 1.534, C3 1.547, H8 1.138, H9 1.073
3 C 0.5352 -1.4191 0.7205  C2 1.547, S4 1.786, H10 1.110, H11 1.101
4 S -0.5733 -2.3954 1.7242  C3 1.786, H12 1.389
5 H 2.3842 1.4793 0.8929  C1 1.085
6 H 1.1421 1.4527 -0.2743  C1 1.159
7 H 2.6680 0.0908 -0.1372  C1 1.164
8 H 1.6499 -0.2290 2.2789  C2 1.138
9 H 0.1734 0.4984 1.6527  C2 1.073
10 H 1.3944 -2.0796 0.4780  C3 1.110
11 H 0.1723 -1.3770 -0.3182  C3 1.101
12 H -1.6554 -2.1940 0.8777  S4 1.389
13 O -0.8388 -2.8677 -2.3173  H14 0.961, H15 0.956
14 H -1.5876 -2.5461 -2.8273  O13 0.961
15 H -1.0454 -3.6727 -1.8444  O13 0.956
16 O -2.3569 1.6117 -0.3171  H17 0.901, H18 0.925
17 H -3.1445 1.4569 0.0915  O16 0.901
18 H -1.9177 1.0113 -0.8670  O16 0.925
19 O 0.1257 3.1376 1.1094  H20 0.884, H21 1.022
20 H -0.2016 3.3228 0.3099  O19 0.884
21 H 1.0842 3.4865 1.0460  O19 1.022
22 O -0.4448 0.3833 -1.6140  H23 0.964, H24 1.024
23 H -0.1210 -0.5218 -1.6801  O22 0.964
24 H -0.2828 0.7207 -0.6613  O22 1.024

# 3
This record from OMol25 describes a cluster of 5 separate species, C3H17NO4S in total. The level of theory is ωB97M-V/def2-TZVPD.

- lowest unoccupied orbital energy (eV) = -0.11
- energy above the lowest of the compared OMol25 structures with the same formula, charge and spin (kJ/mol) = 59.8
- E_HOMO (eV) = -8.70
- gap between HOMO and LUMO (eV) = 8.586
- SMILES = C[C@H](N)CS.O.O.O.O

Bonds (Å) are listed after each position.
Cartesian coordinates (Å):
1 C -2.4605 -2.3049 -0.9274  C2 1.560, H6 1.067, H7 1.106, H8 1.081
2 C -1.4139 -1.3377 -0.2939  C1 1.560, N3 1.440, C4 1.546, H9 1.114
3 N -0.2177 -2.0381 0.0968  C2 1.440, H10 1.004, H11 1.010
4 C -2.1151 -0.4418 0.7535  C2 1.546, S5 1.805, H12 1.108, H13 1.080
5 S -0.9363 0.3113 1.8950  C4 1.805, H14 1.333
6 H -3.3819 -1.9308 -1.3149  C1 1.067
7 H -1.9695 -2.4688 -1.9047  C1 1.106
8 H -2.3836 -3.2754 -0.4584  C1 1.081
9 H -1.1294 -0.6730 -1.1414  C2 1.114
10 H 0.4630 -2.1662 -0.6303  N3 1.004
11 H -0.2833 -2.9302 0.5654  N3 1.010
12 H -2.9965 -0.9600 1.1809  C4 1.108
13 H -2.6986 0.3449 0.2994  C4 1.080
14 H 0.1103 -0.5099 1.8059  S5 1.333
15 O 1.4212 1.4418 0.8470  H16 0.952, H17 0.953
16 H 1.2101 0.7659 0.2102  O15 0.952
17 H 1.5634 1.2514 1.7699  O15 0.953
18 O -0.2179 1.6261 -1.9047  H19 0.962, H20 0.977
19 H 0.5949 1.1179 -1.8277  O18 0.962
20 H -0.0549 2.4327 -1.3779  O18 0.977
21 O 4.2229 -1.9283 -1.0371  H22 0.970, H23 0.973
22 H 3.9227 -1.0530 -0.7456  O21 0.970
23 H 3.4338 -2.3805 -0.6910  O21 0.973
24 O 1.1808 3.8043 -0.7374  H25 0.969, H26 0.961
25 H 0.9230 3.5297 0.1552  O24 0.969
26 H 1.8038 3.1615 -1.0883  O24 0.961

# 4
This record from OMol25 describes a cluster of 7 separate species, C3H18BrN2O7 in total. The level of theory is ωB97M-V/def2-TZVPD.

- lowest unoccupied orbital energy (eV) = 2.50
- energy above the lowest of the compared OMol25 structures with the same formula, charge and spin (kJ/mol) = 99.5
- E_HOMO (eV) = -4.30
- gap between HOMO and LUMO (eV) = 6.797
- total charge = -1

Bonds (Å) are listed after each position.
Cartesian coordinates (Å):
1 Br 3.2327 0.5090 1.7388  no bonds
2 C -1.2520 2.7234 -3.1166  O3 1.223, N4 1.300, N5 1.325
3 O -1.7914 2.7333 -4.2140  C2 1.223
4 N -0.1961 2.0488 -2.7710  C2 1.300, H6 1.010, H7 1.010
5 N -1.8213 3.3106 -2.0745  C2 1.325, H8 1.010, H9 1.010
6 H 0.1566 1.5371 -3.5672  N4 1.010
7 H 0.1822 1.9327 -1.8417  N4 1.010
8 H -1.3071 3.4246 -1.2127  N5 1.010
9 H -2.6404 3.8806 -2.2309  N5 1.010
10 C -2.8100 -5.1748 -1.0589  C11 1.509, O13 1.406, H14 1.090, H15 1.090
11 C -1.9075 -3.9839 -1.2666  C10 1.509, O12 1.409, H16 1.090, H17 1.090
12 O -0.7661 -3.9383 -0.4416  C11 1.409, H18 0.960
13 O -3.4262 -4.9938 0.1919  C10 1.406, H19 0.960
14 H -2.3906 -6.1806 -1.0335  C10 1.090
15 H -3.7511 -5.1536 -1.6084  C10 1.090
16 H -2.4276 -3.0484 -1.0605  C11 1.090
17 H -1.4393 -4.0502 -2.2486  C11 1.090
18 H -0.4484 -3.0368 -0.5315  O12 0.960
19 H -2.7210 -4.7984 0.8132  O13 0.960
20 O -1.9253 -0.5596 3.7078  H21 0.957, H22 0.957
21 H -1.1073 -0.9589 3.4117  O20 0.957
22 H -2.1591 -1.0483 4.4969  O20 0.957
23 O 1.9394 5.6456 0.5472  H24 0.957, H25 0.957
24 H 2.6037 6.3207 0.6857  O23 0.957
25 H 2.3584 4.8342 0.8341  O23 0.957
26 O 6.9477 1.6188 -2.2755  H27 0.957, H28 0.957
27 H 6.2391 1.3115 -1.7102  O26 0.957
28 H 7.7349 1.2075 -1.9188  O26 0.957
29 O 1.3396 1.1866 6.8212  H30 0.957, H31 0.957
30 H 1.4213 1.0302 5.8804  O29 0.957
31 H 2.1322 1.6704 7.0538  O29 0.957

# 5
This record from OMol25 describes a cluster of 5 separate species, C3H18NO4 in total. The level of theory is ωB97M-V/def2-TZVPD.

- lowest unoccupied orbital energy (eV) = -2.62
- energy above the lowest of the compared OMol25 structures with the same formula, charge and spin (kJ/mol) = 270.9
- E_HOMO (eV) = -14.76
- gap between HOMO and LUMO (eV) = 12.143
- total charge = +1

Bonds (Å) are listed after each position.
Cartesian coordinates (Å):
1 C -0.6064 -0.0012 2.2073  C2 1.502, H5 1.027, H6 1.168, H7 1.267
2 C 0.0120 0.8599 1.1431  C1 1.502, C3 1.500, N4 1.535, H8 1.127
3 C 1.4584 1.2415 1.2529  C2 1.500, H9 1.043, H10 1.139, H11 1.222
4 N -0.1147 0.2688 -0.2679  C2 1.535, H12 0.936, H13 1.056, H14 1.018
5 H 0.0381 -0.1215 2.9979  C1 1.027
6 H -1.6074 0.4373 2.6190  C1 1.168
7 H -0.9720 -1.1681 1.8768  C1 1.267
8 H -0.6697 1.7555 1.0926  C2 1.127
9 H 1.8294 1.9657 0.6009  C3 1.043
10 H 2.1279 0.3927 0.8950  C3 1.139
11 H 2.0812 1.6511 2.2215  C3 1.222
12 H -0.9720 -0.0724 -0.4236  N4 0.936
13 H -0.0147 1.1176 -0.8876  N4 1.056
14 H 0.5745 -0.4354 -0.5235  N4 1.018
15 H 0.7643 3.5669 -2.5398  O17 0.869
16 H 0.6409 2.4936 -3.5294  O17 0.916
17 O 0.3419 2.8326 -2.7325  H15 0.869, H16 0.916
18 H 0.1179 -3.0708 -2.0835  O20 0.943
19 H -0.6907 -3.6350 -0.9745  O20 1.018
20 O 0.0583 -2.9683 -1.1482  H18 0.943, H19 1.018
21 H 3.0140 -1.3660 -1.6471  O23 0.983
22 H 2.1568 -2.3750 -1.0322  O23 0.991
23 O 2.0742 -1.4482 -1.3720  H21 0.983, H22 0.991
24 H -3.6550 -1.4548 0.9106  O26 0.988
25 H -4.3946 0.0157 0.5976  O26 0.956
26 O -3.5925 -0.4822 0.7467  H24 0.988, H25 0.956

# 6
This record from OMol25 describes a cluster of 7 separate species, C3H19NO8 in total. The level of theory is ωB97M-V/def2-TZVPD.

- lowest unoccupied orbital energy (eV) = 0.17
- energy above the lowest of the compared OMol25 structures with the same formula, charge and spin (kJ/mol) = 123.1
- E_HOMO (eV) = -9.27
- gap between HOMO and LUMO (eV) = 9.439
- SMILES = CNCC(=O)O.O.O.O.O.O.O

Bonds (Å) are listed after each position.
Cartesian coordinates (Å):
1 C 2.1469 -0.6744 0.0403  N2 1.444, H7 1.100, H8 1.078, H9 1.090
2 N 1.6685 -0.9678 -1.2902  C1 1.444, C3 1.471, H10 1.007
3 C 1.0431 0.1703 -1.9811  N2 1.471, C4 1.536, H11 1.111, H12 1.085
4 C -0.4880 0.0737 -2.0490  C3 1.536, O5 1.197, O6 1.367
5 O -1.0894 -0.4437 -2.9452  C4 1.197
6 O -1.1427 0.6198 -0.9809  C4 1.367, H13 0.961
7 H 2.4240 -1.6037 0.5588  C1 1.100
8 H 1.3967 -0.1894 0.6436  C1 1.078
9 H 3.0238 -0.0427 0.1806  C1 1.090
10 H 2.3649 -1.3395 -1.9160  N2 1.007
11 H 1.2779 0.1793 -3.0666  C3 1.111
12 H 1.4142 1.1131 -1.5921  C3 1.085
13 H -2.0989 0.7031 -1.0222  O6 0.961
14 O -1.5619 -3.1331 0.5388  H15 0.968, H16 0.966
15 H -1.6829 -3.8823 -0.0620  O14 0.968
16 H -1.2706 -2.3807 0.0074  O14 0.966
17 O -0.1246 1.7430 2.8352  H18 0.969, H19 0.986
18 H -0.6738 2.2142 3.4792  O17 0.969
19 H -0.6793 0.9361 2.7187  O17 0.986
20 O -1.4657 -0.8482 2.1158  H21 0.966, H22 0.964
21 H -0.8639 -1.6030 2.1580  O20 0.966
22 H -1.4845 -0.7772 1.1547  O20 0.964
23 O 3.1579 2.6147 -0.3818  H24 0.962, H25 0.957
24 H 2.3576 3.1025 -0.6007  O23 0.962
25 H 2.9654 2.1467 0.4305  O23 0.957
26 O 0.4636 2.4923 0.3398  H27 0.975, H28 0.988
27 H -0.2689 2.0615 -0.1378  O26 0.975
28 H 0.0282 2.6158 1.2181  O26 0.988
29 O -3.5694 -1.2834 -0.0373  H30 0.969, H31 0.967
30 H -3.5698 -2.0243 0.5879  O29 0.969
31 H -3.6982 -1.5929 -0.9444  O29 0.967

# 7
This record from OMol25 describes a cluster of 8 separate species, C3H20N2O10 in total. The level of theory is ωB97M-V/def2-TZVPD.

- lowest unoccupied orbital energy (eV) = 0.22
- energy above the lowest of the compared OMol25 structures with the same formula, charge and spin (kJ/mol) = 144.6
- E_HOMO (eV) = -9.97
- gap between HOMO and LUMO (eV) = 10.191
- SMILES = NCC(=O)NC(=O)O.O.O.O.O.O.O.O

Bonds (Å) are listed after each position.
Cartesian coordinates (Å):
1 N -1.1385 -1.9888 1.0524  C2 1.470, H9 1.013, H10 1.022
2 C 0.2790 -1.6337 0.8956  N1 1.470, C3 1.519, H11 1.088, H12 1.099
3 C 0.4069 -1.0811 -0.5141  C2 1.519, O4 1.222, N5 1.400
4 O 0.5766 -1.7312 -1.5350  C3 1.222
5 N 0.7550 0.2737 -0.4465  C3 1.400, C6 1.405, H13 1.021
6 C 1.5900 0.8984 -1.3878  N5 1.405, O7 1.205, O8 1.317
7 O 2.3125 1.8139 -1.0866  C6 1.205
8 O 1.5050 0.4235 -2.6134  C6 1.317, H14 0.964
9 H -1.2576 -2.5899 1.8590  N1 1.013
10 H -1.3269 -2.6527 0.2983  N1 1.022
11 H 0.5973 -0.9194 1.6521  C2 1.088
12 H 1.0369 -2.4249 0.9875  C2 1.099
13 H 0.6266 0.8355 0.3958  N5 1.021
14 H 1.3056 -0.5104 -2.7458  O8 0.964
15 O 2.1631 1.8767 1.7625  H16 0.978, H17 0.966
16 H 2.3142 1.8622 0.7967  O15 0.978
17 H 2.9706 2.3580 1.9863  O15 0.966
18 O -4.0729 -0.6266 -1.1171  H19 0.970, H20 0.975
19 H -3.8812 -1.5359 -0.8390  O18 0.970
20 H -3.3083 -0.4566 -1.6985  O18 0.975
21 O -2.7572 1.5370 -0.2867  H22 0.959, H23 0.977
22 H -2.8607 2.0927 -1.0609  O21 0.959
23 H -3.0414 0.6102 -0.4073  O21 0.977
24 O 0.4005 0.0147 3.4230  H25 0.963, H26 0.970
25 H 1.1888 0.2978 2.9478  O24 0.963
26 H -0.2019 0.7749 3.4064  O24 0.970
27 O -0.8020 1.8950 1.5241  H28 0.966, H29 0.994
28 H -1.2038 2.7569 1.6966  O27 0.966
29 H -1.4626 1.5838 0.8501  O27 0.994
30 O 3.4661 -0.7462 -0.2832  H31 0.969, H32 0.960
31 H 3.6368 -1.6431 -0.6090  O30 0.969
32 H 4.3066 -0.2864 -0.3473  O30 0.960
33 O -1.7397 -0.2495 -2.7053  H34 0.969, H35 0.969
34 H -1.4692 -1.0856 -3.1141  O33 0.969
35 H -0.9143 0.2570 -2.7367  O33 0.969

# 8
This record from OMol25 describes a cluster of 7 separate species, C3H20N2O7S in total. The level of theory is ωB97M-V/def2-TZVPD.

- lowest unoccupied orbital energy (eV) = 0.19
- energy above the lowest of the compared OMol25 structures with the same formula, charge and spin (kJ/mol) = 165.8
- E_HOMO (eV) = -8.46
- gap between HOMO and LUMO (eV) = 8.646
- SMILES = NC(=O)[C@@H](N)CS.O.O.O.O.O.O

Bonds (Å) are listed after each position.
Cartesian coordinates (Å):
1 N -0.9639 -2.1973 -1.8748  C2 1.334, H8 1.013, H9 0.988
2 C 0.3427 -2.3854 -1.6851  N1 1.334, O3 1.237, C4 1.570
3 O 1.0673 -3.1839 -2.2916  C2 1.237
4 C 1.0069 -1.3347 -0.7256  C2 1.570, N5 1.433, C6 1.599, H10 1.120
5 N 1.6534 -2.0140 0.3582  C4 1.433, H11 0.954, H12 1.048
6 C 1.9787 -0.4545 -1.6410  C4 1.599, S7 1.853, H13 1.140, H14 1.221
7 S 3.4853 0.0823 -0.7063  C6 1.853, H15 1.391
8 H -1.4735 -1.5059 -1.3369  N1 1.013
9 H -1.4723 -2.8260 -2.4418  N1 0.988
10 H 0.2464 -0.5818 -0.3939  C4 1.120
11 H 1.1736 -1.9689 1.1816  N5 0.954
12 H 1.8254 -3.0139 0.0968  N5 1.048
13 H 1.5794 0.5334 -2.0466  C6 1.140
14 H 2.3709 -0.9987 -2.6617  C6 1.221
15 H 3.3922 -0.2012 0.6522  S7 1.391
16 O -2.2657 1.4156 -1.7113  H17 0.977, H18 0.992
17 H -2.8814 2.0301 -2.1555  O16 0.977
18 H -2.6743 1.0871 -0.8688  O16 0.992
19 O 0.9696 3.0696 1.7045  H20 0.936, H21 0.962
20 H 0.2241 2.7625 1.2288  O19 0.936
21 H 1.3548 3.7215 1.1106  O19 0.962
22 O -2.0812 -0.7366 2.6003  H23 0.935, H24 0.976
23 H -2.4660 -1.5884 2.5896  O22 0.935
24 H -1.1053 -0.7407 2.5810  O22 0.976
25 O 0.6367 0.0191 2.4865  H26 1.024, H27 0.981
26 H 0.9205 0.9261 2.1040  O25 1.024
27 H 1.4653 -0.3223 2.8866  O25 0.981
28 O -0.1936 2.4150 -0.5681  H29 1.003, H30 1.023
29 H 0.5487 2.9433 -0.9865  O28 1.003
30 H -0.6295 1.7495 -1.2110  O28 1.023
31 O -2.8676 0.9971 0.8840  H32 0.989, H33 1.059
32 H -2.3934 0.3644 1.4790  O31 0.989
33 H -2.7740 1.9375 1.3627  O31 1.059

Strongest force on any atom for the records above, in order: 1.9, 6.5, 3.3, 3.9, 6.7, 1.5, 3.3, 3.7 eV Å⁻¹